C4H8N2O as an isolated structure in a non-equilibrium geometry. Source: the OMol25 dataset; level of theory: ωB97M-V with the def2-TZVPD basis set.

Geometry (Å):
C (-1.43502, -0.13607, -0.81768)
C (1.83254, -1.05522, -0.30063)
C (-0.63534, -0.07757, 0.48757)
C (0.96549, 0.08786, 0.07294)
N (-0.52989, 1.52723, 0.92475)
N (1.20144, 1.28834, 0.25011)
O (-0.89213, -0.86446, 1.41760)
H (-0.40751, 1.60003, 1.93138)
H (-1.22952, 2.18380, 0.57819)
H (-1.41877, -1.15792, -1.19638)
H (-2.46865, 0.12993, -0.58220)
H (-1.06114, 0.54122, -1.58745)
H (1.67236, -1.84792, 0.43428)
H (1.51957, -1.43811, -1.27481)
H (2.88657, -0.78114, -0.33767)

**LUMO (spin up / spin down)**: -0.07 / -0.08 eV
**HOMO level (spin up / spin down)**: -8.42 / -8.42 eV
**HOMO-LUMO gap (spin up / spin down)**: 0.30653 / 0.30650 hartree
**Calculated total energy**: -341.84027 hartree